{"formula": "C29H53N2O2P2W", "method": "ωB97M-V with the def2-TZVPD basis set", "charge": 3, "homo_energy_ev": [-18.06, -18.28], "largest_force_ha_per_bohr": 0.1754, "energy_ha": -2145.561419, "relative_energy_ev": 0.000, "spin_multiplicity": 3, "species": ["H", "C", "H", "H", "O", "H", "H", "C", "N", "C", "C", "H", "H", "H", "N", "H", "H", "H", "H", "C", "C", "C", "H", "H", "C", "H", "H", "H", "H", "O", "H", "H", "P", "H", "C", "P", "C", "C", "H", "H", "W", "H", "C", "H", "C", "H", "C", "H", "H", "C", "C", "H", "H", "H", "H", "H", "H", "C", "H", "C", "H", "H", "C", "C", "H", "C", "H", "C", "H", "H", "H", "H", "H", "C", "C", "H", "H", "H", "H", "H", "C", "C", "H", "H", "C", "H", "C", "C", "H"], "xyz": [[0.78902, 0.84623, -3.49511], [-0.89911, -1.29549, 3.14737], [-0.20837, -3.79459, 4.06467], [-1.76670, -5.27854, 0.77437], [-2.92931, 2.22178, 2.33451], [2.49916, 1.28240, -3.32327], [-3.37565, -3.62853, -1.43239], [1.36270, -2.76260, 0.39462], [1.56714, -1.15820, -1.34521], [-0.05814, 4.11352, -0.71520], [0.06645, -3.60650, 3.01530], [4.85916, 1.53086, -0.12516], [1.76138, 4.46110, -2.75490], [0.14137, -3.69642, -2.12453], [1.75065, -0.49342, 1.44819], [3.87915, -3.27365, -3.56438], [3.60407, 3.39965, -2.27969], [0.85551, 4.59053, -0.33832], [-0.56109, 3.60469, 0.12071], [-2.37238, -3.18395, 2.55966], [-2.90303, -3.18263, -0.54654], [2.88258, 2.29317, -0.52442], [-1.52714, -4.05654, -2.63377], [0.08646, -0.82105, 3.10938], [3.20003, -2.68958, -2.94762], [4.54109, -0.31454, 1.79161], [4.54629, -3.86203, 2.87520], [3.65992, -0.60810, 3.97347], [2.35785, 1.63455, 1.50217], [-2.69880, 0.50169, 0.02302], [-3.43720, -3.57570, 0.32321], [2.80956, -4.14764, 2.70370], [-0.46768, -2.36193, 0.57813], [-3.06644, -2.09610, -0.59455], [4.64005, -1.40462, 1.75198], [1.23559, 1.71733, -1.27754], [2.60564, 2.56311, 0.96566], [-1.13617, -4.98365, -0.07380], [-3.16066, 3.16647, 2.24887], [0.09236, -4.57573, 2.49808], [0.37486, -0.13358, 0.03400], [-0.08333, -5.15856, 0.19420], [2.78283, -1.43118, -3.36672], [3.10234, -0.98632, -4.31235], [-1.40126, -3.54393, -0.55692], [-3.11485, -2.51179, 2.11194], [2.00566, -0.65246, -2.52534], [-2.49952, -4.19723, 2.16430], [3.02651, -4.18451, -1.36596], [-0.90734, -3.39801, -2.00411], [-1.51981, 0.29680, 0.05541], [3.79817, -2.29934, 4.51274], [-1.01774, 1.88566, -3.21556], [4.74079, -1.70291, 0.70116], [1.16281, 3.20954, -3.87255], [-2.59400, -3.23479, 3.63716], [-1.71945, 3.46358, -2.80314], [3.95169, 1.19785, -0.65616], [4.22882, 1.00787, -1.70229], [3.42557, -2.07976, 2.38272], [3.51275, 2.99312, 1.41829], [1.07355, -3.16795, 3.00804], [2.20576, -1.65724, 1.57464], [3.25902, -1.62038, 3.83925], [-1.36711, -5.66912, -0.90274], [3.65344, -3.58290, 2.30090], [-1.74488, 2.14699, -1.61239], [0.87931, 3.89187, -3.06028], [2.21186, -1.60477, 4.16246], [5.55460, -1.69382, 2.28602], [0.15432, 4.61238, -3.46593], [1.55549, -3.80055, 0.68820], [3.63647, 0.25172, -0.19546], [-1.14724, 2.61282, -2.40390], [0.19728, 3.15421, -1.88991], [1.77576, 3.26900, 1.11336], [-1.13188, -1.49161, 4.20567], [-0.72195, 4.91679, -1.06829], [-3.41758, 1.78234, 1.61559], [-1.64028, -0.57845, 2.76726], [1.65523, 0.78432, -2.81086], [1.93617, -2.40641, -0.93114], [2.82035, 4.44368, -1.03961], [4.42655, 3.76731, -0.75563], [3.44263, 3.55560, -1.20398], [-1.03599, -2.37638, -2.38720], [-0.94717, -2.63836, 2.39687], [2.76128, -3.18700, -1.71811], [3.81945, -3.88457, 1.26092]], "forces_ev_per_a": [[0.329, -0.067, 0.224], [0.151, 0.142, 0.005], [0.049, 0.087, -0.312], [0.275, 0.117, -0.300], [-0.038, 0.175, -0.779], [-0.359, -0.221, 0.150], [0.168, 0.137, 0.177], [1.571, 0.014, 2.281], [-0.116, -0.138, -0.611], [-0.062, 0.104, 0.066], [0.152, -0.126, -0.005], [-0.338, -0.084, -0.211], [-0.330, -0.170, -0.151], [-0.298, -0.005, -0.047], [-2.494, 0.237, -0.701], [-0.192, 0.030, 0.053], [-0.026, 0.137, 0.274], [-0.286, -0.138, -0.144], [0.064, 0.141, -0.130], [-0.260, -0.078, -0.081], [-0.220, -0.030, 0.116], [0.351, -0.012, 0.463], [0.289, 0.207, 0.207], [-0.197, -0.103, 0.163], [-0.084, 0.092, -0.072], [0.114, -0.159, 0.054], [-0.248, 0.144, -0.163], [-0.140, -0.222, 0.009], [0.285, 0.561, -0.139], [6.111, -1.223, 0.107], [0.203, 0.146, -0.278], [0.164, -0.068, 0.006], [-0.384, -1.393, 0.329], [-0.034, -0.269, -0.073], [0.216, 0.559, -0.409], [0.612, 1.784, -1.639], [-0.092, 0.028, 0.213], [-0.047, -0.266, -0.031], [0.042, -0.586, 0.216], [0.002, 0.208, 0.175], [4.690, 0.113, 1.928], [-0.277, -0.016, -0.131], [0.271, 0.348, -0.111], [0.012, -0.328, 0.285], [-0.022, 0.069, -0.072], [0.126, -0.199, 0.165], [-0.131, 0.202, 0.082], [0.002, 0.352, 0.138], [0.070, 0.280, -0.167], [0.167, 0.084, -0.122], [-8.885, 1.549, -0.118], [-0.073, 0.203, -0.243], [-0.119, 0.190, 0.056], [0.150, 0.014, 0.122], [-0.116, 0.224, 0.099], [0.178, 0.070, -0.301], [0.114, -0.325, 0.111], [-0.118, -0.311, -0.020], [0.001, 0.080, 0.233], [-0.107, -0.481, 0.011], [-0.319, -0.089, -0.104], [-0.333, -0.224, 0.169], [-0.416, -1.863, -1.691], [-0.170, 0.351, 0.402], [0.024, 0.171, 0.235], [-0.118, -0.411, -0.077], [0.079, 0.219, -0.168], [0.174, 0.048, -0.013], [0.176, -0.069, -0.003], [-0.304, 0.019, -0.089], [0.170, -0.239, 0.085], [0.070, 0.178, -0.251], [0.127, 0.230, -0.133], [0.018, -0.177, 0.061], [-0.165, 0.268, 0.056], [0.326, -0.092, 0.009], [0.023, 0.142, -0.336], [0.158, -0.231, 0.120], [-0.017, 0.485, 0.620], [0.027, -0.131, 0.140], [0.160, -0.046, -0.577], [-0.342, 0.136, -0.192], [0.233, -0.291, -0.080], [-0.306, -0.157, -0.076], [-0.106, 0.113, -0.133], [0.010, -0.120, 0.056], [0.042, 0.206, 0.415], [-0.107, -0.149, 0.470], [0.050, -0.091, 0.127]], "mulliken_spin": [-0.01, 0.06, 0.00, 0.00, 0.00, 0.00, 0.00, 0.02, 0.13, 0.00, -0.01, 0.00, 0.00, 0.00, -0.06, 0.00, 0.00, 0.00, 0.00, 0.00, -0.01, -0.02, 0.00, -0.01, 0.01, 0.00, 0.00, 0.00, 0.02, 0.23, 0.00, 0.00, 0.06, 0.00, 0.01, 0.33, -0.01, 0.00, 0.00, 0.00, 1.27, 0.00, 0.00, 0.00, 0.02, 0.00, 0.01, 0.00, 0.00, 0.03, 0.00, 0.00, 0.00, 0.00, 0.00, 0.00, 0.00, 0.01, 0.00, 0.00, 0.00, 0.00, -0.06, -0.01, 0.00, 0.00, -0.01, 0.00, 0.00, 0.00, 0.00, -0.01, 0.00, 0.02, -0.02, 0.02, 0.00, 0.00, 0.00, 0.00, -0.02, 0.04, 0.00, 0.00, 0.00, 0.00, -0.05, -0.01, 0.00]}